Entry 1:
The following is a quantum chemistry calculation of C16H20N4O4 in the gas phase at a distorted geometry, from OMol25.

Last column: natural (NBO) charge in e.
Cartesian coordinates (Å):
N1 0.616842 0.723395 5.277768  -0.803
C1 0.313447 0.618415 3.974497  0.682
O1 -0.856622 0.538326 3.578136  -0.668
C2 1.460689 0.651564 3.025484  -0.507
C3 1.081167 0.723609 1.500215  -0.401
C4 2.281536 0.767287 0.558884  -0.129
N2 2.995024 1.976377 0.841965  -0.835
C5 1.924814 0.702025 -0.927025  0.694
O2 2.777256 0.380558 -1.771260  -0.656
N3 0.627738 1.071770 -1.217918  -0.636
C6 -0.029745 0.574968 -2.513371  -0.152
C7 -1.542039 0.439572 -2.344865  -0.422
C8 -1.829089 -0.147814 -0.977131  -0.118
C9 -2.339994 0.537228 0.110140  -0.046
N4 -2.315190 -0.300424 1.207261  -0.526
C10 -1.904506 -1.561615 0.814145  0.122
C11 -1.808612 -2.743021 1.529001  -0.243
C12 -1.315587 -3.835349 0.777954  -0.207
C13 -1.071976 -3.828186 -0.628921  -0.246
C14 -1.187192 -2.624042 -1.303328  -0.205
C15 -1.611705 -1.500580 -0.563871  -0.051
C16 0.369814 1.449758 -3.670541  0.773
O3 -0.414728 1.980486 -4.428533  -0.578
O4 1.672005 1.548414 -3.880348  -0.678
H1 -0.047884 0.942199 5.970516  0.411
H2 1.620982 0.759033 5.489177  0.394
H3 2.175052 1.448436 3.296906  0.242
H4 2.007035 -0.297921 3.195599  0.231
H5 0.515606 -0.195341 1.291005  0.237
H6 0.441065 1.589835 1.320595  0.202
H7 2.904984 -0.111806 0.740254  0.215
H8 2.395071 2.786716 0.770162  0.359
H9 3.833119 2.154085 0.325254  0.382
H10 0.006123 1.188186 -0.431350  0.427
H11 0.416024 -0.415098 -2.699917  0.220
H12 -1.950131 1.457661 -2.343895  0.233
H13 -2.028655 -0.100052 -3.178835  0.243
H14 -2.727706 1.549204 0.171761  0.223
H15 -2.362879 -0.016577 2.158438  0.443
H16 -2.115207 -2.821715 2.572725  0.226
H17 -1.122540 -4.805089 1.267731  0.210
H18 -0.738422 -4.739387 -1.104283  0.218
H19 -1.032093 -2.483467 -2.385050  0.210
H20 2.170135 0.888052 -3.341913  0.511

Cartesian forces, eV/Å:
N 2.46 -0.23 -0.38
C -2.35 0.42 -0.90
O 0.90 0.08 0.49
C 1.29 -0.37 -1.18
C -0.12 -0.91 1.11
C -0.13 -0.06 0.06
N 0.40 0.79 0.81
C -0.73 -0.06 -0.46
O -1.11 0.12 0.80
N 0.71 -0.96 -1.74
C 0.71 -0.21 1.29
C -0.35 0.50 0.97
C -1.07 0.57 -0.35
C 0.84 -0.67 -0.33
N -0.49 -0.68 -0.79
C -0.27 0.82 -0.21
C 0.78 -1.30 -0.83
C -0.33 -0.55 0.40
C 0.14 1.06 1.00
C -0.39 0.28 -0.02
C 0.49 0.04 -0.29
C -0.50 0.52 -1.43
O 0.23 -0.27 0.88
O 0.41 -0.22 -0.26
H -0.78 0.01 0.59
H -1.02 0.14 0.24
H -0.36 -0.21 -0.15
H -0.04 0.32 -0.17
H -0.18 0.36 -0.06
H -0.09 0.00 0.22
H 0.19 0.13 0.02
H -0.04 0.03 -0.08
H 0.30 -0.24 -0.43
H -0.14 -0.19 -0.23
H -0.06 0.15 0.04
H -0.05 -0.16 -0.23
H 0.53 0.17 0.37
H 0.27 -0.17 0.07
H -0.04 0.30 0.59
H 0.33 -0.06 -0.27
H -0.36 0.63 -0.05
H -0.04 0.04 -0.07
H 0.03 -0.39 0.57
H 0.03 0.46 0.35

The spin multiplicity is 1. The charge is 0. The value obtained for the HOMO-LUMO gap is 0.3104 hartree. As for the electronic energy: -1141.76110 hartree. Its structure (SMILES) is NC(=O)CC[C@H](N)C(=O)N[C@@H](Cc1c[nH]c2ccccc12)C(=O)O. The value obtained for the energy relative to the best compared isomer or geometry (same formula, charge and spin) is 16.5 kcal per mole.



Entry 2:
The following is a quantum chemistry calculation of a molecular structure, C28H52AlOP2 at a distorted geometry, from OMol25.

Last column: Löwdin charge in e.
Cartesian coordinates (Å):
Al1 -0.332414 1.783127 -1.870528  0.118
C1 -0.147756 -3.324283 2.322116  -0.132
C2 1.193262 -3.408858 1.862269  -0.130
C3 0.989411 -1.509175 3.141113  -0.101
C4 -0.277802 -2.144105 3.100950  -0.114
C5 1.902669 -2.295053 2.379009  -0.113
C6 -1.221146 -4.323738 2.127157  -0.008
H1 -0.913998 -5.081397 1.392759  0.088
H2 -2.158361 -3.849110 1.791141  0.099
H3 -1.449764 -4.857256 3.068754  0.115
C7 -1.502245 -1.717360 3.810773  0.009
H4 -2.252156 -1.297542 3.123263  0.100
H5 -1.265769 -0.962117 4.569612  0.095
H6 -1.962179 -2.577135 4.320723  0.106
C8 1.294139 -0.272363 3.890059  0.001
H7 1.056864 -0.365286 4.963589  0.112
H8 0.706871 0.576501 3.497957  0.095
H9 2.359147 -0.024709 3.802031  0.080
C9 3.354988 -2.047332 2.253492  0.004
H10 3.880822 -2.283570 3.191991  0.118
H11 3.569641 -0.996620 2.016867  0.071
H12 3.792900 -2.669804 1.464864  0.085
C10 1.756775 -4.508858 1.052548  0.001
H13 1.965411 -5.395084 1.664877  0.116
H14 2.695239 -4.195597 0.592357  0.081
H15 1.063117 -4.813398 0.261858  0.093
C11 -1.858128 1.289135 -2.948797  -0.260
C12 -2.170248 -0.186927 -2.753218  -0.377
C13 -1.374756 -1.105066 -3.689858  -0.210
C14 0.063642 -1.246357 -3.175746  -0.163
C15 0.520306 -0.031266 -2.406181  -0.103
C16 0.928713 1.103494 -3.156023  -0.157
C17 0.263723 1.441038 -4.494837  -0.119
C18 -1.280776 1.669708 -4.325687  -0.188
H16 -1.326731 -0.686788 -4.707316  0.103
H17 0.747990 -1.419350 -4.026510  0.132
H18 -1.861033 -2.086672 -3.790346  0.104
H19 -1.793636 1.176762 -5.162285  0.110
H20 -2.752260 1.886738 -2.716679  0.113
H21 -3.243904 -0.322147 -2.957750  0.089
H22 -1.450766 2.748262 -4.452232  0.117
H23 0.711140 2.381963 -4.871952  0.124
H24 1.953571 1.477764 -3.068888  0.139
H25 0.495514 0.684214 -5.262141  0.129
H26 0.148562 -2.133538 -2.531894  0.098
H27 0.934620 -0.315568 -1.431643  0.131
P1 -2.226713 -1.121046 -0.968026  0.968
P2 2.827953 2.024365 0.882729  0.830
C19 1.045536 3.300119 -1.260820  -0.191
C20 2.272779 3.346040 -0.350654  -0.417
H28 0.385592 4.126770 -0.943396  0.047
H29 1.377170 3.574704 -2.282190  0.046
H30 3.182315 3.496986 -0.951844  0.066
H31 2.187355 4.224096 0.323561  0.075
C21 4.124426 2.990407 1.727268  -0.323
H32 4.680646 2.317195 2.391086  0.032
H33 3.632681 3.754174 2.338823  0.038
H34 4.802955 3.470296 1.014489  0.047
C22 3.882321 0.985864 -0.233462  -0.317
H35 4.284059 1.581602 -1.063655  0.038
H36 3.283309 0.158255 -0.640532  0.011
H37 4.706680 0.562332 0.357163  0.029
C23 -4.012137 -1.119541 -0.567639  -0.293
H38 -4.260193 -2.067268 -0.068840  0.034
H39 -4.608444 -1.012499 -1.480350  0.042
H40 -4.246627 -0.299363 0.122542  0.019
C24 -2.031304 -2.928824 -1.256469  -0.299
H41 -1.351158 -3.317177 -0.481638  0.001
H42 -1.626541 -3.190243 -2.239560  0.020
H43 -3.012059 -3.404673 -1.127324  0.037
C25 -2.107197 1.227395 1.713850  -0.057
C26 -1.598058 2.305592 0.759003  -0.662
C27 -2.741045 3.130416 0.154161  -0.025
C28 -0.653209 3.237677 1.510605  -0.047
O1 -0.888849 1.568959 -0.229234  -0.195
H44 -2.613026 1.701950 2.570290  0.095
H45 -1.263909 0.616299 2.069125  0.062
H46 -2.799500 0.542969 1.200133  0.028
H47 -3.192530 3.754131 0.945451  0.093
H48 -2.401013 3.811294 -0.643225  0.088
H49 -3.516513 2.474941 -0.262912  0.081
H50 0.247734 2.689872 1.808036  0.039
H51 -0.362011 4.097940 0.897132  0.071
H52 -1.164708 3.622705 2.404690  0.090

Cartesian forces, eV/Å:
Al -2.30 3.14 5.40
C -0.53 0.01 0.26
C 0.08 -0.27 -0.10
C -0.19 0.24 0.19
C -0.11 -0.06 -0.05
C 0.23 0.21 0.23
C -0.14 -0.37 -0.24
H -0.23 0.23 0.21
H 0.32 -0.14 0.12
H 0.11 0.26 -0.25
C -0.05 0.04 0.40
H 0.22 -0.10 0.06
H -0.15 -0.10 -0.25
H 0.06 0.19 -0.19
C 0.40 0.29 0.07
H -0.05 -0.09 -0.35
H 0.18 -0.27 0.06
H -0.35 0.06 0.01
C 0.33 0.05 -0.27
H -0.17 0.05 -0.16
H -0.13 -0.17 0.08
H -0.04 0.18 0.23
C 0.13 0.01 -0.27
H -0.05 0.10 -0.02
H -0.10 -0.16 -0.02
H 0.10 0.01 0.11
C 0.28 0.82 -0.06
C -1.79 -2.11 0.05
C -0.16 -0.05 -0.37
C -1.00 -0.30 -0.11
C 3.13 -0.55 -2.51
C 2.69 -3.50 -1.60
C 0.25 0.45 0.48
C -0.75 0.10 -0.49
H -0.23 -0.18 0.36
H -0.15 0.22 0.38
H 0.20 0.36 -0.04
H 0.06 0.19 0.04
H 0.32 -0.16 -0.19
H 0.19 -0.03 -0.48
H -0.07 -0.27 0.01
H -0.09 -0.53 0.23
H -0.61 0.48 0.83
H -0.14 -0.07 0.41
H -0.01 0.38 0.02
H 0.22 0.84 -0.09
P 1.24 1.34 0.10
P -0.74 -0.32 -0.61
C -0.56 0.44 -2.04
C 0.62 -0.17 0.79
H -0.01 -0.48 -0.29
H 0.16 0.45 0.48
H -0.19 0.16 0.14
H 0.03 -0.29 -0.45
C 0.05 0.08 0.00
H -0.01 0.23 -0.13
H 0.18 -0.07 -0.05
H 0.03 0.00 0.16
C -0.11 -0.07 0.07
H 0.08 -0.19 0.19
H 0.22 0.18 0.03
H -0.13 0.03 -0.25
C -0.28 0.25 -0.04
H 0.00 0.32 -0.13
H -0.17 -0.10 0.20
H -0.10 -0.17 -0.30
C -0.17 -0.49 -0.39
H -0.19 0.09 -0.34
H -0.16 -0.15 0.32
H 0.34 -0.16 -0.19
C -0.53 0.22 0.42
C 0.78 -0.69 -0.67
C -0.25 -0.03 0.25
C -0.08 0.22 0.29
O -0.40 0.04 0.24
H 0.05 -0.30 -0.09
H -0.11 0.30 -0.11
H 0.25 0.38 0.25
H 0.03 -0.23 -0.32
H 0.09 -0.27 0.27
H 0.11 0.12 0.05
H -0.14 0.10 -0.01
H -0.05 -0.20 0.18
H 0.21 -0.02 -0.12

The spin multiplicity is 1. The charge is +1. The value obtained for the HOMO-LUMO gap (spin up / spin down) is 0.1391 / 0.1371 hartree. As for the electronic energy: -2098.05674 hartree. The value obtained for the energy relative to the best compared isomer or geometry (same formula, charge and spin) is 0.0 kcal per mole.



- Among the records above, which one has the highest electronic energy?
  C16H20N4O4



- What is the charge in the second record?
  +1



- What is the energy relative to the best compared isomer or geometry (same formula, charge and spin) in the first record?
  16.5 kcal per mole